C5H8O2 as an isolated structure at a distorted geometry, computed with ωB97M-V/def2-TZVPD.

Each line ends with the Löwdin charge.
Geometry (Å):
C 1.987 -0.387 0.517  -0.035
C 0.893 0.655 0.393  -0.238
O 0.579 1.021 -0.961  0.031
C -0.402 0.333 -0.249  -0.390
C -1.855 0.779 -0.046  -0.092
O -2.276 -0.584 0.064  -0.084
C -1.044 -0.992 -0.562  -0.104
H 2.030 -0.815 1.525  0.083
H 1.821 -1.197 -0.201  0.082
H 2.971 0.049 0.300  0.084
H 1.005 1.506 1.077  0.146
H -1.678 1.339 0.845  0.119
H -2.295 1.241 -0.941  0.141
H -1.151 -1.037 -1.651  0.135
H -0.652 -1.906 -0.127  0.124

Computed properties:
E: -345.69189 a.u.
relative energy (zero: lowest compared OMol25 entry of this formula, charge and spin): 296.9 kJ/mol
gap between HOMO and LUMO: 10.8 eV